{"formula": "C3H4FO2", "method": "ωB97M-V/def2-TZVPD", "multiplicity": 1, "e_tot_ev": -9974.295, "e_lumo_ha": [-0.2125, -0.2172], "e_above_lowest_kj_mol": 365.26, "gap_ev": [8.65, 7.83], "homo_energy_ev": [-14.43, -13.74], "total_charge": 1, "species": ["C", "C", "C", "O", "O", "F", "H", "H", "H", "H"], "xyz": [[0.05, 1.62, -0.02], [-1.55, -0.21, -0.01], [0.97, -1.40, 0.03], [-2.38, -1.00, -0.13], [-1.00, 0.84, 0.18], [1.44, -0.19, 0.13], [0.35, 2.21, 0.84], [0.31, 1.90, -1.03], [0.79, -1.92, 0.96], [1.01, -1.85, -0.95]], "lowdin_charge": [0.13, -0.17, 0.06, 0.36, 0.19, -0.01, 0.12, 0.13, 0.10, 0.10]}